Here is a 2-piece molecular cluster, C5H14N2 overall from the OMol25 dataset. Energies are from ωB97M-V with the def2-TZVPD basis set.

CARTESIAN COORDINATES (ANGSTROEM)
C  -1.138  -2.812  -1.129
N  -0.326  -1.610  -1.049
C  -0.344  -0.882  -2.314
H  -2.200  -2.555  -1.160
H  -0.941  -3.445  -2.007
H  -1.011  -3.414  -0.228
H  0.619  -1.891  -0.882
H  0.013  -1.470  -3.170
H  0.275  0.014  -2.230
H  -1.360  -0.548  -2.530
C  -0.935  1.257  1.910
C  0.427  1.393  1.247
C  2.420  2.530  1.480
N  1.404  2.091  2.073
H  -1.638  0.798  1.215
H  -0.859  0.601  2.778
H  -1.357  2.207  2.234
H  0.310  1.853  0.262
H  0.798  0.379  1.072
H  2.626  2.468  0.405
H  3.216  3.038  2.022

SMILES = C=NCC.CNC
Kohn-Sham gap = 10.11 eV
lowest unoccupied orbital energy = 1.0 eV
2S+1 = 1
charge = 0


Here is C23H52OOsP4 as an isolated structure from the OMol25 dataset. Energies are from ωB97M-V with the def2-TZVPD basis set.

CARTESIAN COORDINATES (ANGSTROEM)
Os  -0.360  0.516  -0.143
P  -1.836  2.327  -0.011
P  -0.619  0.391  -2.438
P  0.447  1.195  1.971
H  3.839  -0.593  -3.394
C  4.302  -1.401  -2.868
C  3.544  -2.459  -2.375
H  2.677  -2.756  -2.945
C  -1.128  3.850  -0.757
C  -3.409  2.103  -0.917
C  -2.491  2.922  1.603
C  0.245  -1.042  -3.177
C  -2.167  0.366  -3.446
C  0.299  1.809  -3.157
C  1.977  0.386  2.572
C  -0.452  1.282  3.604
C  1.051  2.921  1.723
H  5.347  -1.323  -2.551
H  4.052  -3.298  -1.881
H  -1.906  4.619  -0.838
H  -0.761  3.642  -1.768
H  -0.313  4.248  -0.142
H  -4.140  2.840  -0.569
H  -3.806  1.102  -0.732
H  -3.263  2.261  -1.988
H  -2.315  3.997  1.731
H  -2.018  2.411  2.443
H  -3.571  2.747  1.663
H  -0.256  -1.311  -4.117
H  0.220  -1.897  -2.492
H  1.294  -0.786  -3.373
H  -2.097  1.120  -4.242
H  -3.064  0.571  -2.860
H  -2.302  -0.627  -3.890
H  0.889  1.447  -4.007
H  0.984  2.229  -2.412
H  -0.397  2.583  -3.502
H  2.157  0.623  3.630
H  2.817  0.739  1.962
H  1.887  -0.699  2.471
H  0.140  0.777  4.383
H  -1.430  0.787  3.566
H  -0.589  2.330  3.914
H  1.925  3.083  2.365
H  0.285  3.666  1.976
H  1.360  3.042  0.679
C  3.371  -0.861  -0.188
C  3.655  0.466  -0.636
C  4.954  0.911  -0.398
C  5.794  0.188  0.445
C  5.335  -0.952  1.126
C  4.041  -1.388  0.944
O  2.677  -1.709  -0.932
H  1.227  -0.154  -0.460
H  2.969  0.999  -1.326
H  5.333  1.765  -0.972
H  6.833  0.482  0.557
H  6.047  -1.527  1.728
H  3.586  -2.198  1.514
C  -0.264  -2.778  2.511
C  -0.789  -2.712  1.085
P  -1.681  -1.198  0.550
C  -2.769  -1.781  -0.823
C  -3.424  -3.149  -0.660
C  -2.950  -0.760  1.819
C  -3.975  -1.806  2.268
H  0.346  -1.911  2.780
H  0.358  -3.675  2.608
H  -1.076  -2.848  3.241
H  0.042  -2.821  0.367
H  -1.488  -3.535  0.895
H  -2.170  -1.769  -1.746
H  -3.543  -1.010  -0.939
H  -4.099  -3.201  0.198
H  -4.027  -3.360  -1.551
H  -2.698  -3.964  -0.586
H  -2.389  -0.396  2.687
H  -3.497  0.102  1.401
H  -3.521  -2.760  2.559
H  -4.510  -1.432  3.152
H  -4.746  -1.998  1.515

Kohn-Sham gap (spin up / spin down) = 6.47 / 5.70 eV
lowest unoccupied orbital energy (spin up / spin down) = -13.7 / -15.2 eV
2S+1 = 5
charge = +4


Here is C65H75Ge2N2OSe2TeTi as an isolated structure from the OMol25 dataset. Energies are from ωB97M-V with the def2-TZVPD basis set.

CARTESIAN COORDINATES (ANGSTROEM)
Ti  0.579  1.049  0.670
C  -3.004  3.456  3.854
C  -2.093  2.297  3.459
Ge  -0.667  2.781  2.149
C  0.926  3.336  3.249
C  0.706  4.573  4.114
C  -1.103  4.515  1.320
C  -0.533  4.871  0.158
Ge  0.209  3.315  -0.874
C  -1.289  2.733  -2.075
C  -2.304  3.733  -2.614
C  1.689  3.821  -2.161
C  1.332  4.479  -3.493
C  -0.573  6.287  -0.270
C  -0.767  6.653  -1.603
C  -0.808  7.983  -1.993
C  -0.640  8.994  -1.058
C  -0.433  8.652  0.273
C  -0.399  7.322  0.659
H  -3.726  3.166  4.625
H  -3.572  3.825  2.995
H  -2.439  4.307  4.242
H  -2.694  1.470  3.069
H  -1.567  1.889  4.328
H  1.780  3.498  2.583
H  1.186  2.474  3.866
H  0.468  5.450  3.503
H  1.592  4.819  4.710
H  -0.122  4.430  4.815
H  -1.690  5.262  1.862
H  -1.810  1.967  -1.497
H  -0.823  2.188  -2.902
H  -2.694  4.379  -1.822
H  -3.162  3.228  -3.075
H  -1.879  4.386  -3.381
H  2.160  2.854  -2.362
H  2.458  4.405  -1.647
H  0.472  3.993  -3.964
H  2.161  4.423  -4.207
H  1.087  5.535  -3.377
H  -0.902  5.879  -2.340
H  -0.968  8.226  -3.038
H  -0.657  10.034  -1.363
H  -0.283  9.428  1.015
H  -0.210  7.065  1.694
C  -0.300  -6.143  5.469
C  -0.059  -4.658  5.514
C  1.158  -4.138  5.930
C  1.400  -2.766  5.959
C  2.738  -2.264  6.421
C  0.392  -1.875  5.558
Se  0.682  0.003  5.676
C  -0.836  -2.388  5.097
C  -1.930  -1.493  4.590
C  -1.040  -3.763  5.101
H  0.524  -6.690  5.930
H  -0.398  -6.503  4.441
H  -1.220  -6.419  5.992
H  1.951  -4.814  6.238
H  3.417  -3.099  6.612
H  2.637  -1.671  7.333
H  3.181  -1.606  5.672
H  -1.516  -0.723  3.939
H  -2.443  -0.978  5.409
H  -2.663  -2.077  4.028
H  -1.993  -4.145  4.743
C  -5.586  -3.015  -8.118
C  -4.779  -2.433  -6.989
C  -3.440  -2.112  -7.151
C  -2.679  -1.580  -6.113
C  -1.242  -1.234  -6.388
C  -3.268  -1.374  -4.854
Te  -2.114  -0.612  -3.216
N  -0.541  -0.126  -0.455
C  -0.657  -0.846  0.600
O  -0.042  -0.468  1.746
C  -1.367  -2.152  0.715
C  -0.783  -3.176  1.454
C  -1.417  -4.405  1.549
C  -2.655  -4.600  0.950
C  -3.252  -3.567  0.241
C  -2.602  -2.348  0.108
C  -0.743  -2.229  -3.141
C  -1.188  -3.552  -3.083
C  -2.641  -3.940  -3.103
C  -0.244  -4.578  -3.028
C  1.116  -4.321  -3.039
C  2.129  -5.429  -2.940
C  1.534  -2.997  -3.119
C  0.632  -1.942  -3.162
C  1.170  -0.539  -3.232
C  -4.628  -1.672  -4.683
C  -5.363  -1.493  -3.380
C  -5.355  -2.193  -5.751
H  -5.000  -3.058  -9.037
H  -6.480  -2.420  -8.316
H  -5.916  -4.031  -7.886
H  -2.967  -2.273  -8.115
H  -0.997  -1.415  -7.435
H  -0.561  -1.818  -5.768
H  -1.047  -0.183  -6.159
H  0.153  -2.993  1.970
H  -0.956  -5.200  2.121
H  -3.158  -5.556  1.042
H  -4.222  -3.712  -0.219
H  -3.038  -1.540  -0.464
H  -3.267  -3.172  -2.648
H  -2.789  -4.870  -2.550
H  -2.994  -4.087  -4.128
H  -0.596  -5.603  -2.955
H  1.646  -6.406  -2.896
H  2.742  -5.315  -2.043
H  2.807  -5.424  -3.796
H  2.594  -2.767  -3.115
H  2.259  -0.547  -3.191
H  0.803  0.060  -2.398
H  0.851  -0.044  -4.154
H  -4.919  -0.738  -2.736
H  -5.370  -2.431  -2.816
H  -6.402  -1.216  -3.569
H  -6.408  -2.418  -5.601
C  4.664  -2.732  -0.803
C  3.339  -2.728  -0.325
C  2.704  -1.545  -0.064
C  3.347  -0.293  -0.234
C  2.690  0.946  0.081
C  3.460  2.085  -0.002
C  4.810  2.078  -0.416
C  5.414  0.907  -0.771
C  4.699  -0.312  -0.678
C  5.325  -1.547  -0.976
H  5.161  -3.672  -1.016
H  2.816  -3.663  -0.166
H  1.694  -1.563  0.318
H  3.025  3.046  0.251
H  5.358  3.012  -0.459
H  6.446  0.884  -1.106
H  6.353  -1.533  -1.323
Se  2.563  -0.061  3.404
C  3.971  0.753  4.378
C  5.291  0.317  4.227
C  6.306  0.928  4.942
N  6.127  1.936  5.797
C  4.867  2.354  5.934
C  3.781  1.818  5.265
H  5.520  -0.499  3.553
H  7.329  0.581  4.818
H  4.709  3.178  6.625
H  2.793  2.221  5.438

Kohn-Sham gap (spin up / spin down) = 4.72 / 5.57 eV
lowest unoccupied orbital energy (spin up / spin down) = 3.3 / 3.3 eV
2S+1 = 2
charge = -2


Here is a 3-piece molecular cluster, C3H7O2 overall from the OMol25 dataset. Energies are from ωB97M-V with the def2-TZVPD basis set.

CARTESIAN COORDINATES (ANGSTROEM)
C  0.946  -1.586  0.132
O  2.011  -2.067  -0.112
H  0.265  -1.218  -0.666
H  0.480  -1.436  1.126
H  1.697  0.771  -6.677
C  -0.077  1.800  0.466
C  -1.313  1.164  0.238
O  -1.927  0.521  1.081
H  0.447  2.259  -0.362
H  0.358  1.933  1.449
H  -1.807  1.357  -0.728
H  0.999  0.733  -6.935

Kohn-Sham gap (spin up / spin down) = 11.06 / 8.20 eV
lowest unoccupied orbital energy (spin up / spin down) = 0.9 / -2.0 eV
2S+1 = 2
charge = 0


Here is C11H10CeClNSe as an isolated structure from the OMol25 dataset. Energies are from ωB97M-V with the def2-TZVPD basis set.

CARTESIAN COORDINATES (ANGSTROEM)
C  0.737  2.262  -0.679
C  0.333  1.441  -1.805
C  1.248  0.309  -1.873
H  -0.527  1.606  -2.428
C  2.191  0.424  -0.769
C  1.875  1.638  -0.046
H  2.328  1.958  0.876
H  0.215  3.127  -0.316
H  1.193  -0.499  -2.571
H  2.929  -0.305  -0.486
Ce  -0.002  0.064  0.154
Cl  -1.905  1.694  0.936
C  -1.499  -1.662  0.968
C  -0.228  -2.315  0.719
C  0.033  -2.258  -0.703
H  0.456  -2.659  1.476
C  -1.082  -1.587  -1.341
C  -2.036  -1.222  -0.313
H  -2.921  -0.628  -0.451
H  -1.909  -1.423  1.933
H  0.934  -2.588  -1.184
H  -1.165  -1.330  -2.379
Se  -0.605  1.880  4.804
C  -0.398  1.273  3.281
N  -0.197  0.801  2.198

Kohn-Sham gap (spin up / spin down) = 6.04 / 6.27 eV
lowest unoccupied orbital energy (spin up / spin down) = 2.6 / 2.6 eV
2S+1 = 2
charge = -1


Computed strongest force on any atom, in the same sequence as the records: 0.7; 3.2; 0.7; 1.2; 7.3 eV Å⁻¹.
Computed energy above the lowest of the compared OMol25 structures with the same formula, charge and spin, in the same sequence as the records: 164.45; 199.27; 0.00; 181.47; 0.00 kJ/mol.